104
Properties=species:S:1:pos:R:3 method="wB97M-V/def2-TZVPD" energy_ha=-10487.83946 lumo_ev=3.9 charge=-2 orbital_gap_ev=4.50
W -0.23 0.93 0.95
O -0.38 -3.20 1.66
C -0.04 -2.04 1.53
O -0.73 -1.05 1.11
C 1.37 -1.61 1.88
C 2.27 -2.50 2.44
C 3.52 -2.00 2.79
C 3.80 -0.67 2.54
C 2.85 0.15 1.95
N 1.63 -0.31 1.63
H 1.96 -3.52 2.59
H 4.26 -2.66 3.24
H 4.76 -0.24 2.78
H 3.04 1.19 1.72
C 3.09 -2.22 -5.76
C 2.23 -1.48 -4.73
C 2.55 0.02 -4.79
C 0.76 -1.60 -5.17
Si 2.50 -2.16 -2.95
Br 0.74 -1.47 -1.80
C 2.43 -4.09 -2.85
C 1.25 -4.62 -3.68
C 2.20 -4.59 -1.41
C 3.72 -4.73 -3.37
C 4.05 -1.44 -2.07
C 4.39 -2.24 -0.80
C 3.81 0.01 -1.61
C 5.28 -1.47 -2.98
H 3.01 -1.70 -6.72
H 2.77 -3.25 -5.92
H 4.15 -2.24 -5.49
H 2.25 0.39 -5.78
H 3.61 0.23 -4.68
H 2.01 0.61 -4.04
H 0.69 -1.25 -6.21
H 0.12 -0.95 -4.57
H 0.36 -2.61 -5.12
H 0.31 -4.18 -3.37
H 1.18 -5.70 -3.53
H 1.38 -4.45 -4.74
H 1.29 -4.18 -0.97
H 3.02 -4.37 -0.74
H 2.09 -5.68 -1.44
H 3.94 -4.45 -4.41
H 3.61 -5.82 -3.34
H 4.59 -4.47 -2.77
H 3.53 -2.30 -0.12
H 5.19 -1.71 -0.27
H 4.74 -3.25 -1.01
H 2.98 0.09 -0.90
H 3.55 0.70 -2.40
H 4.72 0.37 -1.11
H 5.49 -2.47 -3.39
H 6.16 -1.18 -2.39
H 5.21 -0.78 -3.81
C -2.79 -0.13 -0.32
O -1.80 0.88 -0.23
H -2.49 -0.86 -1.07
H -3.73 0.34 -0.63
H -2.94 -0.64 0.63
H -2.03 1.54 -1.74
C -0.89 1.27 2.56
Ge -2.62 2.10 2.77
C -4.14 2.20 1.53
C -5.12 1.22 1.56
C -6.22 1.25 0.71
C -6.33 2.27 -0.22
C -5.37 3.27 -0.27
C -4.29 3.23 0.60
C -3.48 1.08 4.25
C -2.91 -0.11 4.70
C -3.46 -0.84 5.73
C -4.62 -0.39 6.36
C -5.20 0.80 5.94
C -4.64 1.52 4.90
C -2.46 3.92 3.49
C -3.54 4.79 3.61
C -3.41 6.02 4.23
C -2.18 6.42 4.74
C -1.09 5.57 4.62
C -1.23 4.33 4.01
H -5.05 0.40 2.27
H -6.97 0.47 0.76
H -7.17 2.29 -0.91
H -5.44 4.06 -1.00
H -3.56 4.03 0.55
H -1.99 -0.45 4.22
H -3.00 -1.77 6.05
H -5.06 -0.96 7.17
H -6.10 1.16 6.43
H -5.11 2.44 4.59
H -4.51 4.51 3.21
H -4.27 6.68 4.31
H -2.07 7.39 5.22
H -0.12 5.87 5.00
H -0.37 3.68 3.91
Br 1.50 2.95 2.00
Cl -1.07 3.99 -0.15
C 0.05 3.75 -1.49
Cl -2.48 1.72 -2.99
C 0.75 2.58 -1.66
O 1.47 2.26 -2.63
O 0.67 1.67 -0.62
H -0.11 4.44 -2.30